[1]
Computed, not measured: C34H37N8PtS3 as an isolated structure, with ωB97M-V/def2-TZVPD.

CARTESIAN COORDINATES (ANGSTROEM)
Pt -1.033 0.293 0.317
C 1.737 2.021 2.122
C 2.671 1.081 1.328
C 1.998 -0.131 0.621
N 0.755 -0.503 1.259
C 0.676 -1.152 2.381
C 1.815 -1.827 2.914
C 2.024 -2.486 4.099
C 1.194 -2.576 5.217
C -0.112 -2.107 5.322
C -0.922 -1.574 4.347
C -0.686 -1.221 2.984
N -1.658 -0.835 2.199
C -3.038 -1.212 2.403
C -4.044 -0.104 2.095
C -4.041 0.290 0.607
N -2.982 1.247 0.360
C -3.091 2.525 0.627
C -4.355 3.106 0.932
C -4.773 4.416 1.011
C -4.021 5.585 0.985
C -2.627 5.677 0.944
C -1.689 4.690 0.791
C -1.808 3.281 0.556
N -0.758 2.550 0.331
C 0.564 3.110 0.120
C 1.369 3.323 1.411
H 2.223 2.279 3.064
H 0.810 1.511 2.378
H 3.425 0.691 2.013
H 3.203 1.654 0.565
H 2.708 -0.962 0.571
H 1.750 0.116 -0.410
H 2.657 -1.856 2.234
H 2.993 -2.961 4.197
H 1.612 -3.052 6.094
H -0.580 -2.214 6.294
H -1.919 -1.331 4.688
H -3.229 -1.604 3.404
H -3.219 -2.043 1.708
H -3.821 0.772 2.709
H -5.033 -0.470 2.374
H -5.024 0.650 0.297
H -3.829 -0.598 0.009
H -5.157 2.390 1.042
H -5.843 4.546 1.118
H -4.565 6.519 1.049
H -2.220 6.675 1.055
H -0.669 5.044 0.841
H 0.504 4.048 -0.440
H 1.108 2.399 -0.504
H 0.787 3.935 2.105
H 2.274 3.879 1.160
S 0.584 -5.110 -4.889
C 0.401 -4.309 -3.457
S -1.170 -3.944 -2.794
C -0.407 -3.032 -1.478
N 0.872 -3.021 -1.564
N 1.338 -3.738 -2.633
C 2.753 -3.715 -2.826
C 3.467 -4.813 -3.291
C 4.833 -4.694 -3.507
C 5.492 -3.505 -3.236
C 4.784 -2.432 -2.717
C 3.419 -2.535 -2.509
S -1.406 -2.319 -0.297
H 2.980 -5.754 -3.471
H 5.383 -5.543 -3.890
H 6.555 -3.420 -3.420
H 5.297 -1.508 -2.482
H 2.850 -1.706 -2.110
C 0.778 1.178 -5.213
N 0.008 0.743 -4.062
C -1.175 0.053 -4.093
C -1.542 -0.141 -2.796
N -0.598 0.419 -1.974
C 0.314 0.946 -2.766
H 0.348 0.742 -6.110
H 1.812 0.848 -5.129
H 0.757 2.263 -5.304
H -1.642 -0.246 -5.016
H -2.402 -0.656 -2.408
H 1.202 1.471 -2.454

Cartesian forces, eV/Å:
Pt 0.103 -0.676 -0.233
C 0.097 0.090 -0.106
C -0.247 -0.119 0.113
C 0.313 0.056 -0.055
N -0.180 0.174 -0.132
C -0.086 0.250 -0.284
C 0.348 -0.230 0.181
C 0.076 0.091 -0.123
C -0.061 0.008 0.068
C -0.084 0.022 -0.100
C -0.081 -0.160 0.225
C -0.240 -0.009 -0.250
N 0.361 0.332 0.122
C -0.256 0.066 0.184
C 0.278 -0.092 -0.141
C -0.343 -0.013 0.061
N 0.164 0.137 0.100
C -0.011 -0.408 -0.241
C -0.292 0.121 0.051
C 0.029 -0.082 0.019
C -0.052 -0.027 -0.013
C 0.223 -0.076 -0.014
C -0.081 0.428 -0.091
C 0.382 -0.260 -0.078
N -0.170 -0.187 0.356
C 0.168 0.217 0.061
C -0.157 -0.215 -0.023
H -0.010 0.009 -0.005
H 0.017 -0.046 0.145
H 0.017 0.010 -0.005
H 0.116 -0.031 0.033
H -0.038 0.033 -0.065
H -0.016 -0.043 -0.008
H -0.038 -0.005 0.037
H 0.012 0.029 -0.008
H -0.006 -0.016 -0.010
H 0.022 -0.014 0.009
H 0.017 -0.019 0.010
H 0.025 -0.011 -0.038
H 0.041 -0.026 0.044
H -0.127 0.027 0.022
H -0.009 -0.009 -0.023
H 0.041 0.047 0.014
H -0.001 0.038 -0.057
H 0.009 -0.004 -0.027
H 0.006 0.012 0.046
H -0.012 -0.009 0.028
H -0.023 0.008 -0.002
H -0.015 -0.004 -0.051
H 0.023 -0.055 -0.030
H -0.036 0.022 -0.021
H 0.035 0.087 -0.033
H -0.015 0.019 -0.033
S 0.162 0.024 0.190
C 0.118 0.158 -0.214
S 0.442 0.157 0.356
C -0.128 -0.360 -1.055
N 0.244 0.361 0.602
N -0.370 -0.457 -0.283
C 0.113 0.155 -0.002
C -0.115 0.078 0.076
C -0.001 0.052 0.024
C 0.095 -0.055 -0.014
C -0.012 0.025 0.016
C -0.051 0.038 -0.121
S -0.559 0.321 0.811
H -0.187 -0.059 -0.124
H -0.008 -0.013 0.019
H -0.009 -0.003 0.018
H -0.010 0.010 0.007
H 0.017 0.009 -0.022
C 0.175 0.118 -0.088
N -0.024 -0.033 0.053
C -0.105 -0.063 0.088
C -0.012 0.057 -0.230
N -0.030 0.189 0.200
C 0.021 -0.061 0.042
H -0.016 -0.029 0.019
H -0.025 -0.049 0.024
H -0.045 -0.012 0.008
H 0.038 0.007 -0.009
H 0.035 -0.026 0.022
H 0.007 -0.023 -0.042

Values from the calculation:
Orbital gap (alpha / beta), eV: 6.24 / 4.18
Net charge: +1
Lowest unoccupied orbital energy (alpha / beta), eV: -2.84 / -4.97
Spin multiplicity: 5
ΔE to the lowest compared entry with this formula, charge and spin, eV: 0.7948

---

[2]
Computed, not measured: C34H37NO5PSTi as an isolated structure, with ωB97M-V/def2-TZVPD.

CARTESIAN COORDINATES (ANGSTROEM)
Ti 0.867 -0.061 -0.917
O 4.450 -1.718 -0.195
C 3.469 -1.042 -0.157
O 2.404 -1.137 -0.987
C 3.234 0.071 0.837
C 4.107 0.579 1.779
C 3.692 1.688 2.511
C 2.460 2.289 2.265
C 1.649 1.716 1.304
N 2.042 0.620 0.671
C 0.340 2.241 0.752
O -0.159 3.275 1.086
O -0.106 1.419 -0.206
H 5.081 0.130 1.917
H 4.351 2.110 3.258
H 2.143 3.184 2.780
C -1.637 -2.485 3.928
C -0.170 -2.628 3.598
C 0.628 -3.249 4.559
C 1.965 -3.533 4.343
C 2.542 -3.222 3.121
C 1.772 -2.585 2.165
C 0.438 -2.247 2.391
P -0.405 -1.424 0.996
C -1.620 -0.307 1.765
C -1.140 0.399 2.869
C -1.920 1.338 3.520
C -3.205 1.582 3.065
C -3.684 0.888 1.966
C -2.914 -0.057 1.291
C -3.540 -0.761 0.116
C -1.096 -2.807 0.066
C -1.585 -3.986 0.628
C -1.917 -5.053 -0.185
C -1.737 -4.952 -1.562
C -1.243 -3.785 -2.118
C -0.924 -2.694 -1.310
C -0.453 -1.397 -1.907
H -1.969 -3.383 4.449
H -2.270 -2.353 3.054
H -1.825 -1.632 4.583
H 0.169 -3.543 5.495
H 2.543 -4.023 5.114
H 3.569 -3.482 2.906
H 2.207 -2.398 1.193
H -0.146 0.192 3.255
H -1.525 1.871 4.373
H -3.834 2.308 3.561
H -4.689 1.083 1.614
H -4.429 -0.219 -0.203
H -3.843 -1.780 0.366
H -2.873 -0.841 -0.740
H -1.680 -4.087 1.701
H -2.293 -5.969 0.249
H -1.975 -5.792 -2.200
H -1.105 -3.712 -3.189
H -1.334 -0.779 -2.149
H 0.066 -1.582 -2.858
C 2.538 3.947 -4.122
C 1.606 3.348 -5.168
C 1.495 1.832 -5.054
S 0.362 1.094 -3.875
O 1.192 1.000 -2.549
C -0.920 2.276 -3.484
C -0.568 3.522 -2.676
C -1.830 4.052 -2.003
H 2.504 5.034 -4.139
H 3.567 3.642 -4.308
H 2.272 3.619 -3.116
H 1.978 3.554 -6.173
H 0.619 3.809 -5.128
H 2.442 1.383 -4.737
H 1.219 1.354 -5.996
H -1.612 1.649 -2.912
H -1.407 2.493 -4.439
H -0.119 4.283 -3.313
H 0.164 3.262 -1.913
H -2.628 4.236 -2.724
H -1.624 4.989 -1.489
H -2.191 3.343 -1.258

Cartesian forces, eV/Å:
Ti -0.498 -0.450 -0.484
O 0.040 -0.009 0.010
C -0.505 0.050 -0.376
O 0.798 -0.016 0.465
C 0.114 0.157 0.199
C 0.008 -0.054 -0.012
C 0.014 0.047 0.030
C 0.025 -0.037 -0.031
C 0.083 0.064 0.213
N 0.034 0.102 0.070
C -0.130 -0.403 -0.356
O -0.026 0.017 0.044
O 0.094 0.551 0.414
H -0.002 -0.011 -0.004
H 0.000 -0.003 0.003
H -0.027 0.025 0.012
C -0.037 -0.002 -0.019
C -0.046 -0.041 0.033
C 0.014 -0.030 0.005
C 0.005 0.030 -0.050
C -0.058 0.006 0.051
C 0.122 -0.021 -0.121
C -0.069 0.040 0.052
P 0.103 -0.082 -0.061
C -0.046 -0.119 -0.018
C 0.111 0.089 0.098
C -0.014 0.012 -0.047
C 0.038 -0.053 -0.023
C 0.025 0.051 0.037
C -0.045 0.038 -0.025
C 0.012 -0.064 -0.040
C -0.009 -0.020 0.044
C -0.021 -0.009 0.032
C 0.007 0.039 -0.081
C 0.012 0.003 0.051
C -0.048 0.010 0.028
C -0.003 0.120 -0.267
C -0.119 0.000 0.166
H -0.007 0.011 0.031
H 0.031 -0.017 -0.018
H 0.032 0.003 0.003
H -0.010 0.001 0.016
H 0.015 -0.011 0.017
H 0.028 0.002 -0.011
H -0.070 -0.006 0.056
H -0.030 -0.005 -0.069
H 0.008 0.016 0.028
H -0.018 0.031 0.013
H -0.016 -0.001 -0.013
H -0.013 -0.021 -0.004
H 0.016 -0.003 0.044
H 0.047 0.061 0.016
H 0.007 0.028 0.025
H -0.006 -0.028 0.016
H -0.011 -0.018 -0.008
H 0.009 -0.008 -0.010
H 0.076 0.037 -0.034
H 0.025 0.024 0.055
C -0.034 0.023 0.037
C 0.051 -0.051 -0.030
C 0.104 0.073 -0.058
S 0.338 -0.226 0.589
O -0.307 -0.170 -0.598
C -0.147 0.091 -0.042
C 0.005 -0.018 0.002
C 0.011 0.058 0.040
H 0.002 0.027 -0.026
H 0.028 -0.027 -0.002
H -0.019 0.010 0.015
H 0.068 0.040 0.029
H -0.007 -0.061 -0.048
H 0.016 -0.006 -0.098
H -0.083 0.077 -0.018
H -0.026 0.047 -0.016
H -0.016 0.040 0.001
H -0.071 -0.013 0.039
H -0.003 -0.013 -0.003
H 0.005 0.003 -0.047
H 0.018 -0.004 0.019
H -0.002 -0.023 0.021

Values from the calculation:
Orbital gap, eV: 7.71
Net charge: +1
Lowest unoccupied orbital energy, eV: -3.41
ΔE to the lowest compared entry with this formula, charge and spin, eV: 0.3474

---

[3]
Computed, not measured: C34H38AuBN6OS as an isolated structure, with ωB97M-V/def2-TZVPD.

CARTESIAN COORDINATES (ANGSTROEM)
Au 0.094 -0.601 -0.743
C 2.176 4.367 1.355
C 1.334 3.617 0.377
C 0.488 4.105 -0.596
C -0.033 2.962 -1.227
N 0.452 1.866 -0.667
N 1.287 2.265 0.319
B 2.092 1.241 1.158
N 2.880 0.257 0.240
N 2.314 -0.626 -0.628
C 3.297 -1.275 -1.237
C 4.532 -0.808 -0.765
C 4.225 0.156 0.166
C 5.159 0.983 0.987
C 3.074 -2.333 -2.251
C 4.174 -2.889 -2.904
C 4.015 -3.883 -3.856
C 2.746 -4.345 -4.176
C 1.645 -3.803 -3.529
C 1.807 -2.809 -2.576
N 1.198 0.481 2.176
N 0.324 -0.469 1.770
C -0.180 -1.018 2.862
C 0.363 -0.414 4.010
C 1.248 0.527 3.528
C 2.135 1.458 4.288
C -1.158 -2.117 2.785
C -2.164 -2.228 3.740
C -3.108 -3.242 3.658
C -3.053 -4.161 2.618
C -2.049 -4.057 1.663
C -1.105 -3.044 1.747
C -1.013 2.888 -2.325
C -1.076 1.775 -3.159
C -2.040 1.698 -4.153
C -2.949 2.733 -4.333
C -2.887 3.850 -3.510
C -1.926 3.924 -2.512
H 2.020 5.436 1.217
H 3.238 4.156 1.223
H 1.919 4.116 2.384
H 0.314 5.140 -0.840
H 2.894 1.861 1.794
H 5.521 -1.128 -1.042
H 6.185 0.712 0.741
H 5.009 0.823 2.055
H 5.031 2.048 0.794
H 5.171 -2.538 -2.673
H 4.886 -4.295 -4.350
H 2.618 -5.121 -4.919
H 0.648 -4.155 -3.765
H 0.931 -2.404 -2.082
H 0.170 -0.652 5.043
H 1.953 1.336 5.355
H 1.948 2.500 4.028
H 3.190 1.260 4.098
H -2.220 -1.499 4.540
H -3.887 -3.314 4.406
H -3.787 -4.953 2.552
H -1.997 -4.769 0.849
H -0.322 -2.962 1.001
H -0.366 0.968 -3.024
H -2.079 0.824 -4.790
H -3.700 2.669 -5.109
H -3.590 4.662 -3.642
H -1.893 4.787 -1.858
C -4.714 -2.500 -0.292
C -4.520 -0.992 -0.315
S -2.844 -0.575 0.118
O -2.044 -1.072 -1.093
C -2.923 1.217 -0.030
C -2.790 1.897 1.325
H -5.724 -2.754 -0.612
H -4.554 -2.901 0.709
H -4.010 -2.984 -0.968
H -5.151 -0.479 0.416
H -4.693 -0.561 -1.304
H -3.835 1.489 -0.563
H -2.068 1.445 -0.669
H -3.647 1.697 1.970
H -2.718 2.976 1.183
H -1.889 1.560 1.840

Cartesian forces, eV/Å:
Au 0.278 -0.308 -0.137
C -0.017 0.061 -0.029
C -0.002 -0.098 0.063
C 0.068 0.006 0.032
C -0.130 0.145 -0.142
N 0.089 0.167 0.225
N 0.055 -0.151 -0.141
B -0.052 0.051 0.097
N -0.078 0.029 0.005
N -0.373 0.290 0.194
C -0.062 -0.291 -0.271
C 0.033 -0.017 0.029
C -0.085 0.136 0.136
C 0.072 -0.035 -0.038
C 0.057 0.093 0.084
C 0.008 -0.008 -0.043
C -0.024 0.012 0.012
C 0.004 0.020 0.025
C 0.041 0.013 0.007
C -0.052 -0.075 -0.037
N 0.123 -0.130 -0.184
N 0.111 0.199 0.110
C -0.141 -0.151 0.149
C 0.029 0.055 0.011
C 0.000 0.074 -0.086
C -0.029 -0.037 0.047
C 0.003 0.129 0.009
C -0.040 -0.023 -0.012
C 0.024 -0.021 -0.032
C 0.039 0.022 0.031
C 0.029 0.019 0.021
C -0.006 -0.081 -0.063
C 0.049 0.088 0.043
C 0.003 -0.035 -0.099
C 0.000 -0.008 0.028
C 0.012 -0.002 0.035
C 0.029 -0.032 0.006
C -0.042 0.001 -0.042
H 0.010 -0.002 0.006
H 0.001 -0.009 -0.021
H -0.018 0.002 -0.006
H -0.014 -0.007 0.008
H -0.028 -0.055 -0.054
H -0.011 -0.008 -0.008
H -0.005 0.000 0.000
H -0.013 -0.018 -0.002
H -0.008 -0.001 -0.017
H 0.007 0.011 0.003
H 0.000 -0.002 -0.001
H -0.001 -0.002 -0.003
H -0.005 -0.002 -0.002
H 0.027 -0.018 -0.010
H 0.000 -0.007 -0.009
H 0.003 0.006 -0.003
H -0.019 -0.002 0.002
H 0.004 -0.023 -0.015
H 0.011 -0.002 0.007
H -0.004 -0.004 0.004
H -0.001 -0.009 0.003
H -0.001 -0.009 0.002
H -0.010 0.011 0.025
H -0.008 0.012 0.007
H -0.002 0.002 -0.006
H 0.002 0.004 -0.007
H -0.002 0.002 0.000
H 0.004 0.006 0.006
C -0.038 -0.005 0.010
C -0.182 -0.019 -0.128
S 0.355 -0.156 0.192
O 0.072 0.091 0.043
C 0.020 0.095 -0.060
C -0.029 -0.024 0.000
H -0.014 0.019 0.000
H -0.010 0.035 -0.031
H 0.006 0.014 -0.010
H -0.030 -0.014 -0.008
H -0.046 -0.030 0.012
H 0.025 0.057 -0.022
H -0.099 -0.032 0.086
H -0.003 -0.007 -0.003
H -0.004 0.005 -0.005
H 0.035 -0.011 -0.027

Values from the calculation:
Orbital gap, eV: 8.28
Lowest unoccupied orbital energy, eV: 0.46

---

Number 1: DFT total energy -83521.6504 eV. Number 2: DFT total energy -90824.1440 eV. Number 3: DFT total energy -62069.3796 eV.